# 1
C2H2F3O3PS in the gas phase at a distorted geometry, computed with ωB97M-V/def2-TZVPD.

Atoms and positions in Å:
1 C -0.2965 -0.9881 0.3908
2 C -1.7917 -1.1621 0.0840
3 O 3.7724 -0.0270 0.4434
4 O 0.2739 0.2474 0.2175
5 O 2.0510 -1.8391 0.0815
6 F -2.4813 -0.1664 0.6733
7 F -2.2504 -2.2529 0.6398
8 F -2.0960 -1.0667 -1.2207
9 P 2.8558 -0.4541 -0.5748
10 S 0.5577 -2.3671 -0.4544
11 H -0.1830 -1.2991 1.4694
12 H 1.1144 0.1560 0.6131

Calculated values
- SMILES: O=POS[C@@H](O)C(F)(F)F
- E_HOMO: -9.773 eV
- LUMO level: -0.815 eV
- Kohn-Sham gap: 0.329 Ha

---

# 2
2 unconnected molecules or ions with the total composition C4H5BrSi at a distorted geometry, computed with ωB97M-V/def2-TZVPD.

Atoms and positions in Å:
1 C 0.4799 -0.9499 -0.3794
2 C 1.1147 0.2780 0.2537
3 C -0.8110 -0.8994 -0.7531
4 C 0.2862 1.3728 0.3945
5 Si -1.2841 0.8818 -0.4636
6 Br -0.3718 1.5102 -3.5974
7 H 0.9881 -1.8129 -0.3522
8 H 1.9642 0.2361 0.8351
9 H -1.3454 -1.6605 -1.2048
10 H 0.6626 2.2769 0.9349
11 H -2.5879 1.2503 -0.8891

Calculated values
- E_HOMO (alpha / beta): -8.470 / -8.469 eV
- LUMO level (alpha / beta): -2.291 / -2.291 eV
- Kohn-Sham gap (alpha / beta): 0.227 / 0.227 Ha

---

# 3
2 unconnected molecules or ions with the total composition CH9N2 at a distorted geometry, computed with ωB97M-V/def2-TZVPD.

Atoms and positions in Å:
1 N 2.0001 -0.1634 0.3067
2 H 2.3102 0.0819 1.2412
3 H 2.6914 -0.7924 -0.0825
4 H 0.2575 -0.1361 0.4268
5 H 2.0390 0.7164 -0.2002
6 C -1.4912 0.3766 -0.7329
7 N -0.7775 -0.3620 0.3729
8 H -1.7220 -0.3131 -1.5414
9 H -0.8641 1.1996 -1.0487
10 H -2.4133 0.7768 -0.3438
11 H -1.1353 -0.0137 1.2589
12 H -0.8947 -1.3707 0.3430

Calculated values
- Charge: +1
- E_HOMO: -15.657 eV
- LUMO level: -3.476 eV
- Kohn-Sham gap: 0.448 Ha

---

# 4
A molecular structure, C28H53Cl2IrN4O7S2Si at a distorted geometry, computed with ωB97M-V/def2-TZVPD.

Atoms and positions in Å:
1 Ir 12.7326 13.8786 11.1319
2 Cl 15.9675 11.5740 15.6840
3 C 16.3474 13.1703 15.0918
4 Cl 15.4072 14.6017 15.7577
5 H 16.1355 13.2060 13.9595
6 H 17.3589 13.3771 15.3120
7 C 9.9063 18.7563 8.7337
8 C 8.6818 17.8584 8.4522
9 C 8.5814 17.3628 7.0010
10 C 8.4704 16.8943 9.6090
11 N 9.5638 15.9174 9.6609
12 C 10.8137 15.9820 10.1625
13 N 11.3753 14.7910 9.9939
14 N 10.5601 14.1299 9.0708
15 N 9.4309 14.7261 9.0179
16 H 9.6494 19.6577 8.2912
17 H 10.9199 18.3412 8.4743
18 H 9.9597 19.0043 9.7976
19 H 7.7768 18.4386 8.5429
20 H 9.2741 17.8827 6.3339
21 H 7.5410 17.6110 6.7327
22 H 8.7373 16.2619 6.9306
23 H 7.5401 16.3305 9.6534
24 H 8.5320 17.4538 10.5928
25 H 11.1267 16.8867 10.6112
26 C 17.8734 10.9713 10.0571
27 C 16.4077 10.9607 10.2660
28 C 15.8398 9.5572 10.0413
29 C 16.1472 11.3335 11.7188
30 O 15.7279 11.8347 9.3242
31 Si 15.6092 13.5503 9.0674
32 S 14.8799 14.4604 10.8668
33 O 17.1369 14.0663 8.7258
34 C 17.7859 15.2556 8.1575
35 C 18.8253 15.7477 9.2097
36 C 18.3355 14.7795 6.8309
37 C 16.7313 16.3921 7.9090
38 O 14.5772 13.8318 7.8791
39 C 13.7148 12.9766 6.9695
40 C 13.1179 11.8223 7.7149
41 C 14.6609 12.6650 5.8040
42 C 12.6800 14.0055 6.5482
43 H 18.4999 10.2754 10.6349
44 H 18.2469 11.9607 10.1957
45 H 18.2453 10.7757 9.0055
46 H 16.5140 8.8898 10.5417
47 H 15.8182 9.2886 8.9763
48 H 14.8870 9.3856 10.5344
49 H 16.3751 10.4350 12.3359
50 H 15.1635 11.7454 11.8869
51 H 16.9132 12.0163 12.0753
52 H 19.2646 14.9648 9.8161
53 H 18.4252 16.5352 9.9684
54 H 19.6531 16.3139 8.7756
55 H 19.1108 14.0030 6.9556
56 H 18.7641 15.6449 6.2524
57 H 17.5114 14.3520 6.1866
58 H 16.2008 16.6847 8.7926
59 H 15.9864 16.0154 7.1694
60 H 17.2253 17.2231 7.4660
61 H 13.8784 11.0619 7.9804
62 H 12.4437 11.3206 7.0113
63 H 12.6459 12.2020 8.6215
64 H 15.5954 12.1974 6.0972
65 H 14.9560 13.5814 5.2600
66 H 14.2296 12.0482 4.9785
67 H 12.3221 14.5230 7.4259
68 H 11.8814 13.4072 6.1231
69 H 13.1805 14.5475 5.7965
70 C 5.2967 3.6640 7.1847
71 C 5.7335 5.0770 6.7909
72 C 6.5956 5.8440 7.5493
73 C 6.9558 7.1300 7.2462
74 C 6.3613 7.6858 6.1483
75 C 5.3780 6.9867 5.3878
76 C 5.1199 5.6255 5.6403
77 S 11.5444 12.7396 13.2601
78 O 13.1258 12.8681 12.6085
79 O 11.2580 13.9197 14.0917
80 O 10.8022 13.0064 11.8230
81 H 5.3704 3.0716 6.2359
82 H 4.2369 3.6241 7.4991
83 H 5.9432 3.2166 7.8936
84 H 7.0415 5.3930 8.4317
85 H 7.7684 7.6656 7.6797
86 H 4.9377 7.5360 4.5609
87 H 4.6392 5.0616 4.8336
88 C 6.1719 10.3013 7.8732
89 C 7.1741 9.9420 6.7311
90 C 7.5233 11.0899 5.8357
91 O 6.5653 8.9824 5.7404
92 H 6.4375 11.3219 8.2653
93 H 6.2834 9.6289 8.7421
94 H 5.0751 10.2416 7.5712
95 H 8.1622 9.6122 7.1808
96 H 6.6032 11.6106 5.6061
97 H 7.9777 10.6312 4.8793
98 H 8.2900 11.8081 6.2061

Calculated values
- Multiplicity: 5
- E_HOMO (alpha / beta): -6.385 / -8.053 eV
- LUMO level (alpha / beta): 0.062 / -2.034 eV
- Kohn-Sham gap (alpha / beta): 0.237 / 0.221 Ha

---

# 5
C13H15ClN4O in the gas phase at a distorted geometry, computed with ωB97M-V/def2-TZVPD.

Atoms and positions in Å:
1 Cl 0.0202 -6.0522 3.5303
2 N -0.0579 -1.1555 1.5261
3 N -1.1120 -4.2566 0.1727
4 O -0.9478 -1.9154 -0.4236
5 C -0.4947 -0.8763 0.3039
6 C -0.8459 -5.1583 1.1412
7 C -0.8037 -2.9832 0.3974
8 C 0.0230 -3.4851 2.5977
9 C -0.2505 -4.8297 2.3410
10 C -0.2451 -2.5462 1.5967
11 N 0.7859 2.4701 -1.8449
12 N -0.5074 0.4253 -0.2225
13 C 0.1252 1.3472 -2.4725
14 C -0.9441 0.6358 -1.6316
15 C 1.9114 2.1147 -0.9661
16 C -0.1065 3.4327 -1.1615
17 C 1.4823 1.6040 0.4154
18 C -0.6548 2.8697 0.1651
19 C -0.0146 1.5630 0.5804
20 H -1.1711 -6.1940 0.9324
21 H 0.4183 -3.1410 3.5169
22 H 0.8593 0.5963 -2.7604
23 H -0.3341 1.7210 -3.3887
24 H -1.9266 1.1752 -1.6300
25 H -1.0885 -0.3240 -2.1857
26 H 2.5621 2.9809 -0.8922
27 H 2.5076 1.3273 -1.4525
28 H 0.4588 4.3009 -0.9290
29 H -0.9521 3.7687 -1.7442
30 H 1.9451 2.2546 1.1734
31 H 1.8683 0.6020 0.5681
32 H -0.5119 3.6240 0.9753
33 H -1.7311 2.7019 0.1182
34 H -0.2673 1.4020 1.6534

Calculated values
- SMILES: Clc1cnc2oc(N3CCN4CCC3CC4)nc2c1
- E_HOMO: -8.185 eV
- LUMO level: 0.714 eV
- Kohn-Sham gap: 0.327 Ha

---

# 6
A molecular structure, C3H4Cl2S at a distorted geometry, computed with ωB97M-V/def2-TZVPD.

Atoms and positions in Å:
1 C 0.8043 0.6652 -0.6041
2 C 1.4059 0.4672 0.8027
3 C -0.5522 0.5812 -0.2526
4 S -0.3134 0.2424 1.4285
5 Cl -1.6140 -2.3085 -0.5319
6 Cl -2.0478 1.1667 -0.8653
7 H 1.2401 0.8092 -1.6410
8 H -2.7979 -2.7285 -0.2694
9 H 2.1378 -0.2861 0.8407
10 H 1.7372 1.3913 1.0924

Calculated values
- E_HOMO: -8.348 eV
- LUMO level: 0.713 eV
- Kohn-Sham gap: 0.333 Ha

---

# 7
12 unconnected molecules or ions with the total composition C26H55N12O19 at a distorted geometry, computed with ωB97M-V/def2-TZVPD.

Atoms and positions in Å:
1 C 63.2160 46.4490 20.1970
2 C 62.5370 45.3160 21.0390
3 C 63.6560 44.3590 21.6800
4 C 63.2010 43.4760 22.8580
5 C 62.1580 44.1700 23.6280
6 C 61.9060 45.7210 23.5790
7 N 61.7730 46.1530 22.1760
8 O 61.1580 47.2740 21.9090
9 C 62.9320 46.5080 24.2940
10 C 60.5590 45.9220 24.3280
11 C 61.5510 44.6230 20.2000
12 H 62.3180 46.9820 19.6260
13 H 63.9540 46.1840 19.4710
14 H 63.7680 47.1010 21.0120
15 H 64.5580 44.8330 22.1230
16 H 64.0540 43.8220 20.8830
17 H 64.1490 43.3560 23.2110
18 H 62.9270 42.6200 22.5670
19 H 62.2800 43.6870 24.7580
20 H 61.3020 43.6620 23.2640
21 H 63.0390 47.5670 24.0920
22 H 64.0280 46.0750 24.2540
23 H 62.6470 46.5630 25.2980
24 H 60.3590 46.8940 24.4340
25 H 60.6460 45.3900 25.2960
26 H 59.7250 45.3180 23.8850
27 H 60.9160 45.2400 19.6600
28 H 60.9480 43.8880 20.8230
29 H 62.0720 44.1720 19.4180
30 N 66.6830 39.9940 26.6900
31 C 67.2740 40.0790 25.4110
32 C 66.1510 40.6420 24.3870
33 C 65.0290 41.0040 25.2170
34 C 65.3000 40.5230 26.6320
35 H 67.0070 39.6000 27.6270
36 H 68.1020 39.6970 25.1330
37 H 66.4210 40.8380 23.4760
38 H 64.1880 41.4900 24.7850
39 H 64.7570 40.3450 27.4600
40 N 57.7460 47.7960 29.2100
41 C 57.8450 46.4210 29.1910
42 C 58.5630 46.0730 27.9330
43 C 58.6460 47.4200 27.0840
44 C 58.1330 48.5010 28.1690
45 H 57.2510 48.3010 29.9900
46 H 57.5430 45.8450 30.0560
47 H 58.7890 44.9110 27.6380
48 H 58.9090 47.5590 26.0470
49 H 58.1680 49.5710 28.1010
50 C 58.8420 42.0940 19.2830
51 N 58.9100 42.0380 17.8460
52 O 59.3360 41.0250 17.2540
53 O 58.7690 43.0430 17.2510
54 H 58.3660 42.8930 19.7810
55 H 59.9210 42.2280 19.7180
56 H 58.4930 41.3430 19.7110
57 C 57.2740 41.9100 22.8860
58 N 58.6660 41.7440 23.0140
59 O 59.1570 41.1420 23.9860
60 O 59.4500 42.2350 22.2360
61 H 56.7910 41.0500 22.2920
62 H 57.0250 42.8420 22.5350
63 H 56.9180 41.8360 23.8420
64 C 62.1630 39.2570 22.0110
65 N 61.0310 39.3760 21.1210
66 O 61.2810 40.1020 20.0560
67 O 59.9210 39.3100 21.5450
68 H 62.9530 38.7250 21.6510
69 H 61.6650 38.9990 23.0650
70 H 62.5830 40.2450 22.0920
71 C 60.4410 47.4170 16.5100
72 N 60.4400 48.2540 17.7980
73 O 59.9130 47.8890 18.8000
74 O 61.1260 49.2430 17.5900
75 H 60.0050 46.5970 16.8770
76 H 61.5510 47.3200 16.2190
77 H 59.7090 47.7770 15.7250
78 C 61.5130 42.1000 15.4980
79 N 62.1310 43.1140 16.5360
80 O 62.6870 42.6020 17.4790
81 O 62.4280 44.2950 16.1030
82 H 62.0270 41.9100 14.5360
83 H 60.4680 42.6310 15.2380
84 H 61.2600 41.1270 15.9990
85 C 64.9260 50.4550 25.4660
86 N 64.0370 49.8630 26.5360
87 O 64.4400 49.5520 27.5690
88 O 62.9160 49.4000 26.0410
89 H 64.4920 50.2320 24.3680
90 H 65.8610 50.1290 25.5170
91 H 64.8750 51.5790 25.3930
92 C 61.9650 47.5110 29.1830
93 N 61.9100 45.9870 28.9490
94 O 61.8250 45.2290 29.8920
95 O 62.1570 45.6220 27.8080
96 H 61.3530 48.1960 28.4090
97 H 62.9910 47.9910 29.3580
98 H 61.2220 47.5730 29.9000
99 C 61.5680 50.5360 20.6520
100 N 62.5620 50.8290 21.7520
101 O 62.4650 51.8600 22.2740
102 O 63.4500 49.9790 22.0160
103 H 61.3980 49.6050 20.2960
104 H 61.9700 50.9820 19.7030
105 H 60.7670 51.1770 20.6910
106 C 57.0600 47.3800 21.3240
107 N 57.6270 45.9860 21.7010
108 O 57.8630 45.1920 20.8740
109 O 57.3430 45.5760 22.8170
110 H 57.6730 47.9480 21.9670
111 H 56.0960 47.5900 21.5480
112 H 57.1230 47.4500 20.3920

Calculated values
- Charge: +1
- E_HOMO: -9.362 eV
- LUMO level: -5.785 eV
- Kohn-Sham gap: 0.131 Ha

---

# 8
A molecular structure, C11H24BF10FeNO13S5 at a distorted geometry, computed with ωB97M-V/def2-TZVPD.

Atoms and positions in Å:
1 Fe -23.1057 29.2282 0.9065
2 B -20.8072 29.9297 2.0983
3 F -19.8280 29.7564 1.2095
4 F -20.3323 30.4631 3.2993
5 F -21.7808 30.6880 1.5316
6 F -21.4996 28.7454 2.2485
7 C -26.5930 30.8556 0.6226
8 F -27.5934 30.0574 0.9605
9 F -25.9209 30.3288 -0.4513
10 F -27.1051 32.1005 0.2569
11 S -25.3753 31.1624 2.1412
12 O -24.3649 32.1270 1.6628
13 O -26.1247 31.7599 3.2229
14 N -24.5755 29.6054 2.2800
15 S -25.2048 29.0263 3.5166
16 O -24.6480 29.5688 4.7857
17 O -26.6431 28.7675 3.5112
18 C -24.5591 27.2150 3.5106
19 F -23.4025 27.3102 4.1066
20 F -25.3232 26.4339 4.2821
21 F -24.3524 26.7279 2.2375
22 O -23.2486 30.3780 -0.7338
23 S -23.2163 30.7208 -2.1994
24 O -23.4087 29.6944 -3.1519
25 O -24.3059 31.8800 -2.5015
26 C -24.6752 32.1943 -3.8768
27 C -25.9860 31.4637 -3.9721
28 C -21.6931 31.7519 -2.5970
29 H -23.9599 31.9213 -4.6526
30 H -24.6569 33.2819 -3.9475
31 H -26.7853 31.9368 -3.4016
32 H -25.9429 30.4261 -3.6410
33 H -26.2815 31.5034 -5.0205
34 H -20.8316 31.1775 -2.2563
35 H -21.7963 32.7744 -2.2339
36 H -21.6905 31.7727 -3.6868
37 O -24.5054 27.8459 -0.0858
38 S -25.3212 26.8968 -0.9072
39 O -26.2658 26.0801 -0.1881
40 O -26.1953 27.8686 -1.9997
41 C -27.2224 27.2521 -2.7189
42 C -28.5524 27.8676 -2.3175
43 C -24.1434 25.9491 -2.0954
44 H -27.4069 26.2007 -2.4985
45 H -26.9870 27.2863 -3.7826
46 H -29.4909 27.4079 -2.6271
47 H -28.7129 28.8552 -2.7499
48 H -28.6339 27.9442 -1.2332
49 H -23.3182 25.5538 -1.5030
50 H -23.9121 26.6617 -2.8871
51 H -24.7339 25.1687 -2.5753
52 O -20.0278 28.5203 -2.2287
53 S -20.8132 27.6432 -1.3825
54 O -21.8300 28.2230 -0.5435
55 O -21.2488 26.3104 -2.3498
56 C -20.6024 26.0896 -3.6089
57 C -21.2578 26.9824 -4.6751
58 C -19.5558 26.7365 -0.4819
59 H -20.8778 25.0584 -3.8297
60 H -19.5279 26.1740 -3.4464
61 H -22.0843 27.5340 -4.2271
62 H -21.7212 26.4821 -5.5254
63 H -20.4769 27.6172 -5.0938
64 H -19.2157 27.3198 0.3738
65 H -18.7316 26.5781 -1.1775
66 H -20.0143 25.8131 -0.1281

Calculated values
- Multiplicity: 5
- E_HOMO (alpha / beta): -9.710 / -9.717 eV
- LUMO level (alpha / beta): -0.322 / -0.323 eV
- Kohn-Sham gap (alpha / beta): 0.345 / 0.345 Ha

---

# 9
C5H9NO in the gas phase at a distorted geometry, computed with ωB97M-V/def2-TZVPD.

Atoms and positions in Å:
1 C -2.1350 -0.2921 -0.1238
2 C -0.6064 -0.4970 -0.0472
3 C 0.1799 0.8224 -0.1711
4 C 1.6850 0.6609 -0.0351
5 O 2.1237 -0.1958 -1.0739
6 C -0.2808 -1.1949 1.2079
7 N -0.0652 -1.7324 2.2107
8 H -2.3750 0.6327 -0.6553
9 H -2.5785 -0.2230 0.8730
10 H -2.6188 -1.1208 -0.6464
11 H -0.2692 -1.1469 -0.8629
12 H -0.0349 1.2369 -1.1636
13 H -0.1711 1.5488 0.5716
14 H 1.9291 0.2416 0.9533
15 H 2.1608 1.6521 -0.1085
16 H 3.0565 -0.3925 -0.9286

Calculated values
- SMILES: C[C@H](C#N)CCO
- E_HOMO: -10.713 eV
- LUMO level: 0.832 eV
- Kohn-Sham gap: 0.424 Ha

---

# 10
C21H27N3O3 in the gas phase, computed with ωB97M-V/def2-TZVPD.

Atoms and positions in Å:
1 C -2.0345 1.9859 -3.7733
2 H -2.7719 1.9937 -2.9737
3 H -2.0846 1.0251 -4.2821
4 H -2.2992 2.7630 -4.4861
5 C -0.6352 2.2435 -3.2193
6 C 0.3962 2.3586 -4.3421
7 C 1.7868 2.6445 -3.7845
8 C 2.2095 1.5460 -2.8157
9 C 1.1971 1.4111 -1.6831
10 H 1.1641 2.3306 -1.0962
11 H 1.4882 0.5955 -1.0173
12 C -0.2181 1.1450 -2.2168
13 N -0.3550 -0.1912 -2.7444
14 C -1.2956 -0.9271 -2.1157
15 O -1.6396 -2.0571 -2.3425
16 N -1.8021 -0.1206 -1.0816
17 C -1.2101 1.1096 -1.0533
18 O -1.4168 1.9865 -0.2549
19 C -2.8482 -0.5639 -0.1913
20 H -3.0483 -1.6126 -0.4332
21 H -3.7587 0.0210 -0.3512
22 C -2.4711 -0.4327 1.2890
23 O -3.2907 -0.1474 2.1313
24 N -1.1776 -0.6915 1.5493
25 H -0.5637 -0.9721 0.8014
26 C -0.5688 -0.4543 2.8491
27 C -0.0191 -1.7546 3.3860
28 C -0.9238 -2.7520 3.7351
29 C -0.4857 -3.9738 4.2063
30 C 0.8737 -4.2106 4.3326
31 C 1.7769 -3.2260 3.9820
32 C 1.3471 -1.9931 3.5026
33 C 2.3591 -0.9396 3.1463
34 C 1.7887 0.0839 2.1719
35 C 0.4889 0.6457 2.7354
36 H 0.0979 1.4428 2.0999
37 H 0.6785 1.0623 3.7259
38 H 2.5084 0.8883 2.0087
39 H 1.6028 -0.3973 1.2078
40 H 3.2493 -1.4136 2.7260
41 H 2.6667 -0.4271 4.0639
42 H 2.8379 -3.4107 4.0773
43 H 1.2281 -5.1616 4.7019
44 H -1.1987 -4.7381 4.4765
45 H -1.9809 -2.5530 3.6341
46 H -1.3936 -0.1141 3.4858
47 H 0.1208 -0.5178 -3.5666
48 H 3.1895 1.7757 -2.3945
49 H 2.2940 0.5970 -3.3501
50 H 2.5065 2.7169 -4.6016
51 H 1.7753 3.6027 -3.2610
52 H 0.0969 3.1633 -5.0158
53 H 0.4134 1.4337 -4.9235
54 H -0.6504 3.1817 -2.6547

Calculated values
- SMILES: C[C@@H]1CCCC[C@]12NC(=O)N(CC(=O)N[C@@H]1CCCc3ccccc31)C2=O
- E_HOMO: -8.994 eV
- LUMO level: 0.576 eV
- Kohn-Sham gap: 0.352 Ha

---

| no. | energy (Ha) |
| --- | --- |
| 1 | -1342.2717 |
| 2 | -3018.8117 |
| 3 | -152.7670 |
| 4 | -3954.8574 |
| 5 | -1258.8268 |
| 6 | -1435.2114 |
| 7 | -3108.5521 |
| 8 | -5744.6211 |
| 9 | -325.8975 |
| 10 | -1206.5330 |